Formula: C5H9O2P
Source: OMol25
Level of theory: wB97M-V/def2-TZVPD

```
! RIJCOSX wB97M-V def2-TZVPD def2/J DEFGRID3
* xyz 0 1
C -2.07 -1.73 -0.09
P -1.17 -0.20 0.28
O -1.68 0.61 1.41
C 0.56 -0.69 0.50
C 1.40 0.59 0.59
C 1.61 1.31 -0.75
C 1.08 2.41 -1.01
O 0.58 3.41 -1.31
H -3.17 -1.55 -0.18
H -1.68 -2.18 -0.92
H -1.75 -2.57 0.53
H -1.34 0.48 -1.00
H 0.93 -1.33 -0.26
H 0.77 -1.30 1.30
H 2.48 0.44 0.94
H 0.96 1.24 1.30
H 2.48 1.06 -1.32
*
```

structure (SMILES): C[P@@H](=O)CCC=C=O
LUMO energy: 0.68 eV



Formula: C5H9O2P
Source: OMol25
Level of theory: wB97M-V/def2-TZVPD

```
! RIJCOSX wB97M-V def2-TZVPD def2/J DEFGRID3
* xyz 0 1
C -0.53 2.01 0.59
C -1.27 0.90 1.05
C 0.19 -0.47 -0.11
C -0.67 -1.42 -0.98
C 1.67 -1.15 0.10
O 0.34 0.67 -0.88
O -0.46 -0.20 1.16
P 0.23 3.41 0.25
H -1.40 1.16 2.21
H -2.18 0.74 0.54
H -1.26 -2.16 -0.57
H 0.02 -1.76 -1.73
H -1.43 -0.80 -1.49
H 2.02 -1.52 -0.86
H 1.35 -1.82 0.83
H 2.33 -0.38 0.55
H 1.03 2.80 -0.65
*
```

LUMO energy (alpha / beta): -0.84 / -0.84 eV



Formula: C5H9O2P
Source: OMol25
Level of theory: wB97M-V/def2-TZVPD

```
! RIJCOSX wB97M-V def2-TZVPD def2/J DEFGRID3
* xyz 0 1
C 0.00 -1.36 -0.22
C -0.20 -2.18 -1.21
C 0.91 -1.19 0.92
C 1.11 0.32 1.20
C -0.80 2.01 -1.05
O -2.58 1.01 0.83
O -0.11 0.97 1.43
P -1.25 0.80 0.28
H -0.98 -2.04 -1.94
H 0.42 -3.06 -1.34
H 0.45 -1.64 1.80
H 1.89 -1.64 0.74
H 1.71 0.46 2.10
H 1.63 0.78 0.35
H -0.49 2.93 -0.54
H 0.00 1.64 -1.69
H -1.69 2.20 -1.64
*
```

LUMO energy: 0.34 eV



Formula: C5H9O2PS2
Source: OMol25
Level of theory: wB97M-V/def2-TZVPD

```
! RIJCOSX wB97M-V def2-TZVPD def2/J DEFGRID3
* xyz 0 1
C 0.08 3.28 -0.64
O 0.36 1.89 -0.44
P -0.66 0.78 -0.14
S -2.33 1.41 0.71
C -0.92 -0.31 -1.70
S -1.47 -2.02 -1.15
C -0.41 -2.43 0.15
C 0.37 -1.56 0.82
C 1.43 -2.05 1.80
O 0.38 -0.18 0.68
H 0.82 4.05 -0.26
H -0.92 3.55 -0.26
H 0.07 3.26 -1.69
H -1.60 0.33 -2.17
H 0.08 -0.29 -2.16
H -0.40 -3.42 0.40
H 2.39 -2.09 1.37
H 1.09 -2.92 2.21
H 1.64 -1.28 2.48
*
```

structure (SMILES): CO[P@@]1(=S)CSC=C(C)O1
LUMO energy: 0.68 eV



Formula: C5H9O2S
Source: OMol25
Level of theory: wB97M-V/def2-TZVPD

```
! RIJCOSX wB97M-V def2-TZVPD def2/J DEFGRID3
* xyz -1 1
C -0.77 -1.24 -1.32
C -2.12 -0.87 -0.68
C -0.83 0.05 -0.62
C 0.12 1.81 1.01
C -0.03 0.39 0.57
O 3.44 -1.11 1.75
O 3.91 -0.46 -0.59
S 3.24 -0.12 0.68
H -0.35 -2.12 -0.75
H -0.65 -1.25 -2.35
H -3.04 -0.44 -1.28
H -2.58 -1.63 0.02
H -0.80 0.92 -1.32
H 0.98 1.73 1.52
H -0.63 2.23 1.86
H 0.10 2.42 0.13
H 0.01 -0.33 1.38
*
```

LUMO energy (alpha / beta): 3.68 / 3.62 eV



Formula: C5H9O3Sn
Source: OMol25
Level of theory: wB97M-V/def2-TZVPD

```
! RIJCOSX wB97M-V def2-TZVPD def2/J DEFGRID3
* xyz 0 2
O -0.50 -1.36 -1.57
C -0.24 -0.50 -2.54
C 0.85 0.37 -2.54
H -0.95 -0.47 -3.38
H 1.57 -0.01 -3.28
H 1.60 1.11 -2.29
O -0.14 -1.33 2.06
C 0.45 -0.21 2.63
C 0.17 1.05 1.81
O 0.42 0.70 0.43
C 0.29 1.70 -0.51
Sn -0.08 -1.22 0.20
H 1.55 -0.32 2.72
H 0.07 -0.01 3.66
H 0.82 1.89 2.10
H -0.89 1.35 1.89
H -0.61 1.70 -1.13
H 0.90 2.58 -0.29
*
```

⟨S²⟩: 0.908
LUMO energy (alpha / beta): 0.03 / -0.25 eV



Formula: C5H9O3Sr
Source: OMol25
Level of theory: wB97M-V/def2-TZVPD

```
! RIJCOSX wB97M-V def2-TZVPD def2/J DEFGRID3
* xyz 1 1
O 1.70 -1.17 0.53
C 0.68 -0.52 0.23
O 0.85 0.65 -0.29
C 0.02 1.77 0.10
C -0.87 -1.23 0.01
H -1.77 -0.60 0.01
C -0.95 -2.49 -0.83
H -1.48 -2.33 -1.78
H 0.05 -2.84 -1.15
H -1.48 -3.29 -0.28
C 0.83 3.03 -0.08
H -0.28 1.64 1.15
H -0.88 1.76 -0.52
H 1.60 3.11 0.69
H 0.16 3.89 0.00
H 1.30 3.05 -1.07
Sr 1.05 -3.01 1.90
O -0.52 -1.44 1.39
*
```

LUMO energy: -4.83 eV



Formula: C5H9O5
Source: OMol25
Level of theory: wB97M-V/def2-TZVPD

```
! RIJCOSX wB97M-V def2-TZVPD def2/J DEFGRID3
* xyz 0 4
O -1.44 1.08 5.34
O -0.10 1.18 5.19
H -1.70 0.29 4.81
O -0.90 -1.22 3.63
C -1.14 -2.41 3.81
C -2.52 -2.80 4.32
O -3.18 -1.60 4.64
C -0.10 -3.46 3.53
C -0.04 -4.66 4.49
O -0.60 -4.76 3.19
C 1.11 -2.95 2.82
H -3.06 -3.31 3.51
H -2.50 -3.43 5.22
H -4.09 -1.85 4.89
H 0.92 -5.18 4.63
H -0.77 -4.64 5.31
H 1.59 -2.19 3.45
H 1.84 -3.73 2.55
H 0.78 -2.44 1.91
*
```

⟨S²⟩: 3.761
LUMO energy (alpha / beta): 0.46 / -3.03 eV



Calculated energy above the lowest of the compared OMol25 structures with the same formula, charge and spin, 30.8, 134.5, 31.3, 0.0, 102.9, 155.6, 15.0, 83.2 kcal per mole (same order as the records).